Entry 1:
Below is a structure of composition C25H57BaN2O8, with properties calculated with ωB97M-V with the def2-TZVPD basis set.

The geometry in ORCA input format:
```
! RIJCOSX wB97M-V def2-TZVPD def2/J DEFGRID3
* xyz 1 1
Ba 3.952 -0.734 1.855
O -0.466 -0.207 0.939
C 0.871 -0.368 1.072
O 1.647 0.427 0.621
O 1.230 -1.265 1.837
H -0.595 -0.739 1.727
C -0.348 -5.371 -0.822
C 0.659 -4.339 -0.259
O 1.298 -5.016 0.827
H -1.247 -5.307 -0.208
H 0.019 -6.395 -0.757
H -0.633 -5.101 -1.839
H 0.230 -3.455 0.215
H 1.256 -3.972 -1.093
H 0.546 -5.492 1.186
C -3.542 1.541 -2.054
C -2.307 1.314 -1.267
O -2.688 1.266 0.048
H -4.278 0.791 -1.764
H -3.379 1.384 -3.120
H -4.059 2.462 -1.784
H -1.606 2.143 -1.373
H -1.823 0.380 -1.552
H -1.908 0.998 0.539
C 5.468 -1.056 -2.890
C 4.594 -1.449 -1.754
O 4.325 -0.395 -0.837
H 5.467 -1.778 -3.706
H 6.465 -1.041 -2.450
H 5.161 -0.115 -3.347
H 5.078 -2.342 -1.358
H 3.670 -1.888 -2.130
H 3.803 0.295 -1.253
C -2.995 -3.179 4.408
C -2.493 -2.245 3.270
C -3.695 -1.377 2.790
C -4.101 -0.306 3.720
C -2.869 0.533 4.187
C -1.539 -0.197 4.606
N -1.366 -1.345 3.702
O -0.220 -2.116 4.030
C -0.413 0.820 4.353
C -1.660 -0.531 6.087
C -2.184 -3.070 2.005
H -3.584 -2.658 5.163
H -2.172 -3.548 5.020
H -3.527 -4.075 4.086
H -3.421 -0.891 1.853
H -4.532 -2.012 2.503
H -4.671 -0.688 4.567
H -4.762 0.394 3.210
H -3.217 1.058 5.077
H -2.686 1.262 3.397
H -0.396 1.159 3.317
H -0.402 1.715 4.975
H 0.525 0.358 4.660
H -0.693 -0.956 6.356
H -1.586 0.382 6.678
H -2.554 -1.066 6.407
H -1.428 -3.816 2.249
H -1.716 -2.450 1.240
H -2.943 -3.684 1.522
H 0.333 -1.892 3.278
C 1.159 0.060 -2.863
C 1.417 1.393 -3.513
C 0.076 1.825 -4.146
C 0.020 3.347 -4.509
C 0.176 4.075 -3.174
C 1.427 3.744 -2.337
N 1.738 2.335 -2.408
O 2.832 1.914 -1.639
C 2.628 4.541 -2.896
C 1.238 4.087 -0.809
C 2.524 1.290 -4.632
H 0.826 -0.610 -3.656
H 0.380 0.022 -2.102
H 1.989 -0.456 -2.379
H -0.093 1.276 -5.073
H -0.726 1.564 -3.455
H -0.912 3.561 -5.031
H 0.805 3.584 -5.227
H -0.744 3.926 -2.609
H 0.175 5.134 -3.431
H 2.812 4.322 -3.948
H 2.340 5.592 -2.904
H 3.536 4.546 -2.295
H 0.760 3.320 -0.199
H 2.244 4.314 -0.457
H 0.651 4.995 -0.672
H 3.438 0.816 -4.275
H 2.732 2.298 -4.990
H 2.260 0.729 -5.529
H 2.402 1.704 -0.807
*
```

Results
HOMO ... -10.1 eV
Energy above the lowest of the compared OMol25 structures with the same formula, charge and spin ... 59.0 kcal/mol
Frontier orbital gap ... 5.54 eV

Entry 2:
Below is a cluster of 4 separate species, C25H57Br2F3N7O6 in total, with properties calculated with ωB97M-V with the def2-TZVPD basis set.

The geometry in ORCA input format:
```
! RIJCOSX wB97M-V def2-TZVPD def2/J DEFGRID3
* xyz 1 1
N 2.341 3.795 -0.016
C 2.021 2.797 -0.717
C 0.903 1.869 -0.308
N 1.183 1.150 0.940
C 0.710 -0.241 1.107
C 1.305 -1.214 0.111
C 2.770 -1.485 0.284
F 3.491 -0.366 -0.068
Br 3.204 -1.964 2.111
C 3.286 -2.603 -0.655
F 3.131 -2.182 -1.930
F 4.608 -2.786 -0.443
Br 2.390 -4.291 -0.401
C 1.819 1.780 1.958
N 2.941 1.269 2.491
N 1.314 2.924 2.515
H 3.105 4.313 -0.438
H 2.539 2.572 -1.644
H -0.008 2.459 -0.208
H 0.734 1.131 -1.079
H 0.841 -0.544 2.136
H -0.362 -0.220 0.929
H 0.788 -2.160 0.222
H 1.089 -0.895 -0.900
H 3.447 1.929 3.079
H 3.572 0.898 1.785
H 1.806 3.752 2.173
H 0.336 3.036 2.279
C 8.368 -0.379 0.287
O 8.799 -0.533 1.624
C 9.901 0.296 1.984
C 9.479 1.324 3.009
N 8.580 2.310 2.419
C 7.943 3.202 3.382
C 6.985 2.581 4.392
O 5.803 2.048 3.808
C 5.905 0.714 3.337
H 7.610 -1.138 0.099
H 7.926 0.610 0.110
H 9.192 -0.529 -0.416
H 10.337 0.775 1.104
H 10.664 -0.349 2.428
H 10.365 1.835 3.394
H 9.012 0.781 3.842
H 7.858 1.822 1.905
H 7.385 3.948 2.810
H 8.721 3.741 3.928
H 6.655 3.376 5.064
H 7.469 1.825 5.018
H 6.603 0.110 3.919
H 6.194 0.688 2.281
H 4.912 0.276 3.415
C -5.062 -0.428 -4.543
O -5.044 -1.599 -3.746
C -4.781 -2.794 -4.473
C -3.449 -3.375 -4.056
N -2.346 -2.525 -4.488
C -1.053 -2.893 -3.925
C -0.882 -2.791 -2.413
O -0.937 -1.457 -1.913
C -2.244 -0.975 -1.629
H -5.392 0.393 -3.908
H -4.069 -0.189 -4.941
H -5.765 -0.528 -5.375
H -4.820 -2.615 -5.550
H -5.564 -3.515 -4.224
H -3.333 -4.368 -4.498
H -3.474 -3.492 -2.963
H -2.553 -1.570 -4.226
H -0.303 -2.250 -4.391
H -0.820 -3.919 -4.226
H 0.119 -3.176 -2.182
H -1.592 -3.423 -1.869
H -2.912 -1.776 -1.308
H -2.682 -0.460 -2.487
H -2.163 -0.249 -0.815
C -9.294 0.431 -1.869
O -8.225 1.273 -1.477
C -8.488 2.046 -0.312
C -7.602 1.605 0.832
N -7.979 0.283 1.312
C -7.036 -0.307 2.256
C -5.639 -0.635 1.740
O -5.609 -1.672 0.779
C -5.843 -1.267 -0.561
H -9.023 -0.016 -2.824
H -9.468 -0.372 -1.145
H -10.218 1.001 -2.000
H -9.543 1.994 -0.032
H -8.256 3.088 -0.554
H -7.696 2.320 1.655
H -6.563 1.638 0.471
H -8.072 -0.339 0.521
H -7.479 -1.237 2.621
H -6.944 0.359 3.120
H -5.054 -1.000 2.590
H -5.120 0.254 1.361
H -5.483 -0.251 -0.750
H -6.903 -1.330 -0.817
H -5.311 -1.951 -1.219
*
```

Results
HOMO ... -10.2 eV
Energy above the lowest of the compared OMol25 structures with the same formula, charge and spin ... 0.0 kcal/mol
Frontier orbital gap ... 6.91 eV

Entry 3:
Below is a structure of composition C25H57HgN8O11, with properties calculated with ωB97M-V with the def2-TZVPD basis set.

The geometry in ORCA input format:
```
! RIJCOSX wB97M-V def2-TZVPD def2/J DEFGRID3
* xyz 0 2
Hg -2.320 -0.935 -2.494
O 0.810 -0.024 0.316
C -0.190 -0.300 -0.570
O -0.439 0.435 -1.531
O -1.025 -1.246 -0.440
H 0.572 -0.783 0.853
C -5.456 1.934 -2.227
C -3.890 2.156 -2.277
O -3.149 1.140 -2.444
N -3.386 3.389 -2.243
C -1.980 3.646 -1.951
H -6.059 2.814 -2.451
H -5.731 1.466 -1.282
H -5.574 1.133 -2.956
H -4.090 4.109 -2.171
H -1.329 3.690 -2.824
H -1.668 2.849 -1.275
H -1.801 4.546 -1.363
C 3.684 4.363 1.333
C 2.827 3.118 1.392
O 2.503 2.755 2.456
N 2.359 2.411 0.360
C 2.542 2.804 -1.010
H 3.787 4.590 2.394
H 3.152 5.190 0.862
H 4.619 4.182 0.802
H 1.751 1.614 0.481
H 3.136 3.718 -0.997
H 1.582 2.996 -1.488
H 3.063 1.977 -1.493
C -0.109 3.771 4.983
C -1.071 3.356 3.921
O -2.310 3.431 3.983
N -0.543 2.905 2.812
C -1.185 2.741 1.500
H 0.452 2.962 5.452
H -0.680 4.273 5.764
H 0.500 4.562 4.546
H 0.466 2.956 2.821
H -2.214 2.433 1.687
H -0.531 2.075 0.937
H -1.234 3.664 0.922
C 0.452 -3.950 3.861
C 0.394 -2.577 3.206
O 0.540 -2.405 2.001
N -0.229 -1.611 3.896
C -0.600 -0.233 3.465
H 0.111 -4.642 3.092
H -0.248 -3.994 4.696
H 1.509 -4.118 4.067
H -0.164 -1.835 4.879
H -1.654 -0.086 3.702
H -0.365 -0.033 2.420
H -0.031 0.531 3.996
C -0.284 -4.407 -1.053
C -0.674 -3.900 -2.487
O -1.621 -3.143 -2.611
N -0.022 -4.388 -3.492
C 1.124 -5.194 -3.357
H 0.611 -3.852 -0.770
H 0.033 -5.447 -0.967
H -0.847 -4.122 -0.164
H -0.352 -4.100 -4.402
H 0.958 -6.271 -3.311
H 1.691 -4.882 -2.480
H 1.842 -5.051 -4.165
C 0.135 -0.345 -6.459
C -0.069 -0.238 -4.950
O -0.967 -0.886 -4.386
N 0.683 0.596 -4.192
C 1.717 1.496 -4.690
H 1.034 -0.869 -6.782
H -0.035 0.595 -6.983
H -0.547 -1.143 -6.754
H 0.286 0.713 -3.271
H 2.676 0.982 -4.626
H 1.702 2.396 -4.075
H 1.416 1.772 -5.700
C -6.113 -1.338 0.510
C -4.564 -1.508 0.052
O -4.149 -1.188 -1.033
N -3.695 -2.014 0.878
C -4.069 -2.518 2.266
H -6.281 -0.755 1.415
H -6.773 -2.206 0.523
H -6.625 -0.645 -0.158
H -2.720 -2.074 0.620
H -4.607 -1.869 2.957
H -3.054 -2.792 2.553
H -4.587 -3.478 2.276
C 7.271 -1.865 1.437
C 5.951 -1.118 1.106
O 5.801 -0.514 0.019
N 5.105 -0.983 2.118
C 3.971 -0.098 2.107
H 6.916 -2.731 1.996
H 7.998 -1.419 2.115
H 7.823 -2.155 0.543
H 5.290 -1.317 3.054
H 3.734 0.279 1.112
H 4.284 0.639 2.846
H 3.043 -0.560 2.444
*
```

Results
HOMO (spin up / spin down) ... -3.6 / -8.1 eV
Expectation value of S² ... 0.752
Frontier orbital gap (spin up / spin down) ... 4.02 / 8.51 eV

Entry 4:
Below is a cluster of 3 separate species, C25H59BN2O8P in total, with properties calculated with ωB97M-V with the def2-TZVPD basis set.

The geometry in ORCA input format:
```
! RIJCOSX wB97M-V def2-TZVPD def2/J DEFGRID3
* xyz 1 1
C 2.724 3.186 5.627
C 4.019 3.431 4.601
C 4.086 2.138 3.542
O 3.778 2.557 2.140
C 2.904 1.564 1.480
N 1.465 1.977 1.855
C 0.442 0.937 1.454
B -1.003 1.535 0.946
O -2.083 0.523 0.684
C -1.382 3.114 0.693
C -1.160 4.093 1.989
C 0.154 0.030 2.823
C -1.007 0.726 3.802
C -0.132 -1.554 2.517
C 1.269 -2.368 2.851
C 1.075 0.073 0.213
O 1.816 0.857 -0.785
C 2.988 1.554 -0.157
C 2.967 3.075 -0.839
C 4.389 3.876 -0.727
C 4.321 5.267 0.173
N 3.070 6.087 -0.050
P 4.525 0.512 -0.750
C 4.168 -1.361 -0.671
O 4.735 0.845 -2.476
H 2.575 2.060 5.913
H 1.713 3.561 5.122
H 2.961 3.759 6.634
H 4.987 3.390 5.258
H 3.891 4.407 3.967
H 3.265 1.378 3.960
H 5.112 1.566 3.596
H 3.200 0.512 1.961
H 1.307 2.926 1.409
H 1.372 2.156 2.900
H -2.041 0.269 -0.303
H -0.814 3.566 -0.226
H -2.542 3.162 0.421
H -0.738 5.131 1.580
H -0.358 3.709 2.760
H -2.138 4.329 2.599
H 1.151 0.066 3.478
H -0.856 1.887 3.932
H -0.813 0.260 4.883
H -2.099 0.410 3.513
H -0.918 -1.929 3.331
H -0.584 -1.787 1.463
H 2.167 -1.647 2.539
H 1.333 -2.471 4.015
H 1.390 -3.369 2.257
H 0.145 -0.403 -0.366
H 1.726 -0.832 0.566
H 2.019 3.708 -0.496
H 2.786 2.876 -2.002
H 4.683 4.225 -1.828
H 5.286 3.258 -0.300
H 5.237 5.950 -0.164
H 4.468 4.948 1.307
H 2.332 5.606 0.548
H 2.708 6.002 -1.031
H 3.535 -1.758 -1.601
H 5.220 -1.916 -0.770
H 3.729 -1.696 0.364
H 5.317 0.070 -2.799
C 0.414 -0.870 -4.223
O -0.127 -1.978 -4.932
C -0.388 -3.094 -4.075
C -1.881 -3.210 -3.756
O -2.322 -2.119 -2.940
C -3.040 -1.144 -3.689
H 0.406 -0.001 -4.887
H -0.176 -0.631 -3.333
H 1.448 -1.082 -3.936
H 0.208 -3.031 -3.155
H -0.075 -3.992 -4.616
H -2.047 -4.125 -3.178
H -2.476 -3.279 -4.675
H -4.023 -1.539 -3.962
H -2.498 -0.845 -4.589
H -3.181 -0.263 -3.058
C -7.334 -6.073 -1.051
O -7.205 -4.660 -1.154
C -5.839 -4.235 -1.089
C -5.302 -3.884 -2.479
O -5.194 -5.050 -3.303
C -6.253 -5.137 -4.251
H -8.364 -6.342 -1.300
H -6.663 -6.593 -1.741
H -7.129 -6.390 -0.024
H -5.214 -4.997 -0.606
H -5.815 -3.336 -0.466
H -4.291 -3.477 -2.373
H -5.924 -3.119 -2.960
H -6.111 -4.384 -5.033
H -7.230 -5.004 -3.782
H -6.219 -6.128 -4.712
*
```

Results
HOMO ... -10.6 eV
Frontier orbital gap ... 8.02 eV